Record 1
The following is a quantum chemistry calculation of a gas-phase ion, C4H7N2 (charge +1) at a distorted geometry, from the OMol25 dataset.

CARTESIAN COORDINATES (ANGSTROEM)
N (-2.669, 0.340, 0.013)
N (-0.203, -0.065, 0.507)
C (-0.908, -1.199, 0.034)
C (1.004, 0.357, -0.307)
C (-2.298, -0.953, -0.237)
H (-0.652, -1.998, 0.783)
C (-1.884, 1.250, -0.017)
H (1.843, -0.146, 0.102)
H (-1.638, 2.246, -0.074)
H (-0.633, -1.675, -0.878)
H (0.018, 0.285, 1.397)
H (1.141, 1.434, -0.608)
H (0.984, -0.060, -1.242)

Values from the calculation:
HOMO level (alpha / beta) ... -14.14 / -14.35 eV
Relative energy (zero: lowest compared OMol25 entry of this formula, charge and spin) ... 778.88 kJ/mol
LUMO (alpha / beta) ... -6.43 / -6.42 eV
Spin multiplicity ... 1
Net charge ... +1

---

Record 2
The following is a quantum chemistry calculation of a molecular structure, C20H22Cl4N10O2PtS, from the OMol25 dataset.

CARTESIAN COORDINATES (ANGSTROEM)
H (-1.962, -0.675, 1.226)
C (-3.336, 0.268, -1.211)
O (-0.037, 1.255, -2.452)
H (-5.197, 0.956, -0.803)
H (5.198, 0.911, -1.221)
O (0.055, 3.266, -0.587)
H (2.751, 0.894, -1.795)
H (1.585, -4.447, 1.037)
C (3.937, 1.090, 1.758)
C (0.008, 3.531, -1.800)
C (-0.557, -2.023, 0.813)
H (-3.229, -2.732, 2.002)
C (1.530, 1.195, 2.464)
N (1.730, 1.333, 3.750)
N (0.213, 1.190, 2.113)
H (2.405, -2.240, 0.443)
Cl (-0.170, 4.552, -6.269)
C (0.019, 4.890, -2.280)
C (3.092, 0.952, -0.769)
C (-0.041, 5.206, -3.677)
H (-1.489, 1.393, 3.402)
H (0.332, 1.545, 5.226)
C (-0.099, 4.194, -4.615)
N (2.166, 1.011, 0.182)
H (4.266, 1.148, 2.788)
Cl (0.097, 6.102, -1.139)
C (2.581, 1.089, 1.448)
N (-4.661, 0.294, -1.339)
C (-0.423, 1.338, 3.258)
C (4.443, 0.958, -0.447)
C (-0.096, 2.830, -4.194)
H (0.624, -4.561, -0.435)
Pt (-0.142, 0.944, -0.080)
N (4.863, 1.021, 0.812)
S (-2.601, 1.357, -0.114)
H (-0.163, -4.934, 2.289)
H (-0.718, -3.028, 3.713)
H (-1.633, -0.615, -1.840)
H (2.561, -3.246, -1.003)
H (-2.712, -1.667, 3.307)
N (-0.129, -3.282, 1.046)
N (-2.636, -0.592, -1.939)
C (0.915, -1.837, -1.045)
N (-0.045, -1.239, -0.118)
Cl (-0.039, 6.827, -4.155)
H (0.388, -2.379, -1.842)
H (1.468, -1.035, -1.530)
C (-2.353, -2.320, 2.512)
H (-1.631, -4.729, 1.342)
C (-0.871, -4.194, 1.920)
C (1.845, -2.789, -0.320)
C (0.999, -3.867, 0.323)
C (-0.046, 2.450, -2.804)
C (-1.501, -3.438, 3.071)
H (-5.149, -0.276, -2.011)
N (0.480, 1.417, 4.236)
Cl (-0.152, 1.595, -5.321)
N (-1.550, -1.523, 1.592)
H (-2.110, -4.113, 3.671)
H (-3.075, -1.222, -2.591)

Values from the calculation:
HOMO level (alpha / beta) ... -12.67 / -13.57 eV
Expectation value of S² ... 6.02
Relative energy (zero: lowest compared OMol25 entry of this formula, charge and spin) ... 0.00 kJ/mol
LUMO (alpha / beta) ... -5.23 / -8.66 eV
Spin multiplicity ... 5
Net charge ... +2

---

Record 3
The following is a quantum chemistry calculation of a molecular structure, C19H28F5O3OsTe at a distorted geometry, from the OMol25 dataset.

CARTESIAN COORDINATES (ANGSTROEM)
H (-3.441, -7.439, -0.025)
H (-2.075, -0.903, 0.990)
C (1.173, -1.379, 0.523)
O (-1.933, -5.460, -0.847)
H (1.023, -5.033, -4.783)
H (-4.412, -5.335, 0.574)
F (1.241, 3.055, -1.950)
C (1.180, 0.025, 0.773)
H (-0.763, -4.490, 1.689)
C (-1.870, -0.309, 0.103)
O (0.355, -1.987, -3.667)
H (1.337, -1.611, -5.460)
C (-1.779, 0.470, -2.064)
C (-1.253, 0.970, 0.134)
H (-0.353, -1.179, -5.571)
F (0.975, 1.573, -5.449)
C (0.117, -3.325, -5.756)
H (-2.408, -3.394, -0.702)
H (-2.764, -1.476, -1.576)
F (1.321, 3.928, -4.343)
H (-1.883, 0.488, -3.132)
H (0.825, -2.168, 1.187)
C (0.333, -1.929, -5.150)
H (-3.596, -4.365, -1.616)
C (0.282, -4.262, -4.580)
C (-0.865, -5.558, 1.382)
H (2.807, -0.152, -2.117)
C (-3.433, -4.828, 0.673)
H (-0.938, 1.556, 0.992)
H (0.831, -3.485, -6.564)
H (1.715, -3.456, -3.085)
H (-3.023, -7.355, 1.757)
H (0.803, 0.484, 1.681)
C (0.644, -3.376, -3.361)
C (1.845, -1.607, -0.714)
H (1.897, 1.741, -0.386)
H (-0.725, -6.259, 2.221)
C (-2.232, -0.597, -1.247)
H (-0.803, 2.427, -1.443)
C (1.769, 0.678, -0.332)
H (-0.872, -3.470, -6.197)
H (0.097, -3.621, -2.440)
H (-0.693, -4.720, -4.412)
C (-2.914, -4.380, -0.740)
H (-1.792, -7.865, 0.438)
Te (1.099, 2.188, -3.659)
H (2.020, -2.558, -1.206)
H (-0.019, -5.853, 0.724)
C (-1.144, 1.442, -1.200)
F (-0.753, 2.620, -3.567)
C (2.239, -0.340, -1.228)
H (-3.445, -4.064, 1.472)
O (0.701, 0.423, -3.049)
F (2.967, 1.890, -3.433)
C (-2.178, -5.807, 0.594)
C (-2.642, -7.240, 0.718)
Os (0.065, -0.258, -1.103)

Values from the calculation:
HOMO level (alpha / beta) ... -9.76 / -12.38 eV
Expectation value of S² ... 6.02
Relative energy (zero: lowest compared OMol25 entry of this formula, charge and spin) ... 204.66 kJ/mol
LUMO (alpha / beta) ... -4.75 / -6.95 eV
Spin multiplicity ... 5
Net charge ... +1

---

Record 4
The following is a quantum chemistry calculation of a molecular structure, C56H53BKN11, from the OMol25 dataset.

CARTESIAN COORDINATES (ANGSTROEM)
H (-2.186, 2.487, 0.071)
C (-4.016, -2.121, -2.674)
C (0.949, -4.216, -0.061)
H (-3.576, -5.466, 2.351)
C (-0.454, -3.968, 0.307)
C (-3.717, -4.493, 1.882)
C (-2.132, 2.888, 1.076)
C (4.189, 6.030, -2.696)
H (3.867, -1.719, 0.057)
C (-1.373, 1.624, -3.351)
C (-2.063, 3.927, 3.644)
H (4.981, -0.428, -0.330)
N (0.818, 2.243, -0.983)
C (1.023, -2.980, 3.695)
H (4.369, 4.558, 4.151)
C (-4.607, 0.403, 2.380)
C (1.925, 4.060, 1.886)
H (-0.023, -4.202, 5.117)
H (-5.251, 0.858, 3.115)
C (0.893, -1.939, 2.783)
H (-4.560, -2.797, -0.104)
C (2.469, 4.052, -1.810)
C (-1.519, 4.106, 1.315)
H (-0.705, 1.173, -7.121)
C (1.570, 3.035, -1.336)
C (-2.723, 2.176, 2.119)
H (-5.913, -2.885, -2.017)
C (-0.441, 2.446, -5.414)
C (-1.827, 0.472, -3.992)
N (2.241, -0.103, 1.713)
H (1.454, -5.080, 1.833)
H (4.861, 6.803, -3.044)
C (-1.482, 4.631, 2.599)
N (-2.943, 0.086, 0.909)
H (-3.900, -1.523, -4.787)
H (3.591, 1.225, 0.857)
C (-1.572, 0.324, -5.356)
H (4.340, -0.029, 1.850)
H (3.109, -3.820, -2.642)
H (-5.408, -3.399, -3.630)
C (-0.681, 2.597, -4.055)
C (-0.890, 1.303, -6.062)
N (-3.808, -0.939, 0.821)
C (-3.412, 0.907, 1.839)
H (-1.911, -0.573, -5.861)
H (5.771, 4.753, -2.010)
C (2.870, 4.760, 2.624)
N (-2.387, -3.042, 0.322)
H (2.420, 7.098, -3.275)
N (-3.347, -1.662, -1.589)
C (3.548, 0.162, 1.101)
H (-0.337, 3.484, -3.539)
C (3.845, 3.885, -1.670)
C (4.701, 4.877, -2.116)
H (0.741, -3.437, -2.035)
H (4.657, -4.843, -1.001)
C (-1.338, -1.722, 3.249)
H (-2.260, -1.191, 3.043)
C (3.751, 0.273, -2.487)
H (0.177, -0.984, -2.566)
C (2.446, 2.081, 2.887)
C (-2.482, -4.119, 1.136)
C (1.953, 5.211, -2.382)
C (3.012, 0.488, -3.642)
N (1.890, -0.782, -1.451)
H (-2.036, 4.329, 4.649)
C (3.411, 2.694, 3.678)
H (3.002, 5.823, 2.476)
H (-6.557, -1.696, 0.810)
H (1.187, 0.463, 3.421)
N (-0.265, -1.316, 2.574)
H (-3.135, 2.158, 4.221)
C (3.926, -0.647, -0.143)
C (1.195, -0.600, -2.573)
N (-1.135, -2.934, -0.186)
N (-2.457, -0.706, -1.942)
H (0.091, 3.212, -5.964)
N (1.705, 2.758, 2.013)
C (2.086, -1.537, 1.944)
C (-4.838, -0.768, 1.687)
C (3.152, -0.357, -1.401)
H (1.083, 0.183, -4.566)
C (3.150, -5.031, 0.518)
H (4.223, 2.982, -1.213)
C (-5.058, -3.189, -2.620)
H (-4.665, -4.111, -2.193)
C (3.621, -4.670, -0.738)
H (1.309, 4.577, 1.158)
C (1.823, -4.809, 0.851)
H (-1.077, 4.648, 0.488)
C (2.753, -4.098, -1.658)
C (-0.095, -3.394, 4.401)
C (-2.589, -0.547, -3.255)
H (-1.574, 1.747, -2.295)
C (1.702, 0.042, -3.691)
C (-2.682, 2.709, 3.405)
H (-6.722, -1.263, 2.514)
H (3.818, -5.487, 1.238)
C (2.818, 6.197, -2.827)
C (1.426, -3.876, -1.323)
H (0.882, 5.334, -2.475)
K (-0.367, -0.098, 0.118)
H (2.989, -1.953, 2.425)
C (-3.559, -1.427, -3.770)
C (-1.257, -4.738, 1.161)
H (-4.588, -4.543, 1.230)
C (-1.302, -2.755, 4.174)
H (3.992, 2.105, 4.375)
H (-0.996, -5.642, 1.686)
B (-3.563, -2.131, -0.139)
H (1.988, -2.033, 0.974)
H (1.986, -3.449, 3.846)
C (2.182, 0.601, 2.997)
C (-6.035, -1.658, 1.767)
H (3.456, 0.989, -4.493)
H (-1.003, 5.584, 2.787)
H (-5.782, -2.680, 2.041)
H (4.790, 0.574, -2.429)
H (-2.203, -3.046, 4.697)
H (2.912, 0.167, 3.703)
C (3.623, 4.057, 3.548)
H (-3.930, -3.767, 2.671)

Values from the calculation:
HOMO level ... -7.63 eV
Relative energy (zero: lowest compared OMol25 entry of this formula, charge and spin) ... 0.00 kJ/mol
LUMO ... 0.15 eV
Spin multiplicity ... 1

---

Number 1: electronic energy -7227.666 eV. Number 2: electronic energy -104250.840 eV. Number 3: electronic energy -49632.388 eV. Number 4: electronic energy -92330.626 eV.